# 1
Density functional theory data (the ωB97M-V functional and the def2-TZVPD basis) for a molecular structure, C35H38BN7O5Ta.

Geometry as ORCA input:
```
! RIJCOSX wB97M-V def2-TZVPD def2/J DEFGRID3
* xyz 1 1
Ta 0.00 0.43 0.43
C 2.59 -1.09 4.48
C 2.28 0.21 3.73
C 3.07 0.27 2.43
C 0.79 0.43 3.68
C 0.08 0.75 4.84
C -1.23 0.88 4.45
N -1.32 0.63 3.15
N -0.08 0.35 2.64
B -2.60 0.69 2.29
N -2.74 -0.63 1.55
C -3.69 -1.56 1.65
C -3.40 -2.56 0.74
C -2.23 -2.16 0.10
N -1.83 -0.98 0.62
C -1.59 -2.90 -1.04
C -1.25 -4.34 -0.65
C -2.51 -2.87 -2.26
N -2.54 1.82 1.23
C -3.27 2.93 1.28
C -3.03 3.66 0.14
C -2.10 2.93 -0.59
N -1.80 1.79 0.07
C -1.69 3.42 -1.97
C -2.69 2.89 -3.01
C -0.26 3.24 -2.47
H 3.66 -1.18 4.65
H 2.09 -1.11 5.45
H 2.26 -1.96 3.91
H 2.64 1.03 4.35
H 2.84 -0.54 1.74
H 2.94 1.23 1.93
H 4.14 0.19 2.66
H 0.49 0.88 5.82
H -2.12 1.13 5.02
H -3.54 0.89 3.01
H -4.50 -1.45 2.35
H -3.97 -3.46 0.56
H -0.66 -2.41 -1.30
H -2.14 -4.89 -0.36
H -0.79 -4.85 -1.49
H -0.54 -4.36 0.19
H -3.44 -3.40 -2.07
H -2.78 -1.85 -2.55
H -2.02 -3.34 -3.11
H -3.92 3.11 2.11
H -3.47 4.61 -0.13
H -1.85 4.50 -1.89
H -2.61 1.80 -3.10
H -3.72 3.12 -2.74
H -2.48 3.32 -3.99
H -0.10 2.33 -3.06
H -0.03 4.05 -3.16
H 0.48 3.29 -1.68
O 4.33 4.87 -0.56
C 3.51 4.04 -0.35
C 2.35 4.15 0.68
O 2.11 5.07 1.40
C 1.65 2.85 0.54
C 2.22 2.07 -0.41
O 1.60 0.91 -0.59
C 3.38 2.67 -1.07
O 4.07 2.25 -1.96
O 0.60 2.35 1.13
N -0.53 0.00 -1.68
C 0.40 -0.65 -2.63
C 0.15 -0.36 -3.96
C 1.00 -0.79 -4.96
C 2.14 -1.49 -4.59
C 2.36 -1.80 -3.26
C 1.50 -1.42 -2.23
C 1.71 -1.95 -0.84
C 2.58 -3.02 -0.65
C 2.66 -3.70 0.55
C 1.81 -3.36 1.59
C 0.94 -2.29 1.42
C 0.92 -1.52 0.25
H -1.46 -0.41 -1.76
H -0.63 0.95 -2.04
H -0.74 0.21 -4.22
H 0.79 -0.56 -5.99
H 2.85 -1.81 -5.34
H 3.26 -2.35 -3.04
H 3.21 -3.37 -1.46
H 3.36 -4.51 0.66
H 1.81 -3.93 2.51
H 0.29 -2.04 2.24
*
```

Results
F_max ... 1.05 eV/A
DFT total energy ... -2197.8491 Ha
Gap between HOMO and LUMO ... 7.2 eV
ΔE to the lowest compared entry with this formula, charge and spin ... 8.1 kcal per mole

# 2
Density functional theory data (the ωB97M-V functional and the def2-TZVPD basis) for a molecular structure, C35H38BiN2O3P2.

Geometry as ORCA input:
```
! RIJCOSX wB97M-V def2-TZVPD def2/J DEFGRID3
* xyz 1 1
C -2.45 2.03 -3.98
C -2.11 0.84 -3.34
C -0.73 0.52 -3.20
C 0.25 1.44 -3.58
C -0.11 2.64 -4.20
C -1.46 2.92 -4.43
C 1.67 1.13 -3.22
C 1.94 -0.35 -3.30
C 0.90 -1.22 -2.93
C 1.15 -2.61 -2.80
C 2.41 -3.09 -3.15
C 3.42 -2.22 -3.58
C 3.20 -0.85 -3.64
H -3.50 2.26 -4.14
H 0.68 3.33 -4.50
H -1.74 3.83 -4.95
H 2.35 1.68 -3.87
H 2.61 -4.16 -3.09
H 4.40 -2.62 -3.88
H 3.98 -0.14 -3.93
N -0.34 -0.68 -2.58
Bi -0.67 -0.68 -0.19
C -3.18 -0.09 -2.77
H -3.02 -1.12 -3.14
H -4.18 0.25 -3.08
C 0.06 -3.55 -2.32
H -0.83 -3.47 -2.97
H 0.43 -4.59 -2.37
P -3.20 -0.15 -0.93
P -0.51 -3.27 -0.59
C 0.73 -4.12 0.43
H 0.45 -4.06 1.49
H 0.78 -5.18 0.13
H 1.72 -3.66 0.30
C -2.02 -4.28 -0.45
H -1.75 -5.34 -0.54
H -2.50 -4.11 0.52
H -2.73 -4.02 -1.25
C -3.68 1.53 -0.46
H -4.60 1.81 -0.98
H -3.85 1.58 0.63
H -2.88 2.25 -0.72
C -4.56 -1.23 -0.45
H -4.54 -1.38 0.64
H -5.51 -0.74 -0.72
H -4.50 -2.20 -0.95
C -1.79 -1.78 2.21
O -2.32 -1.59 3.20
H 1.84 1.47 -2.17
C 5.03 1.03 3.29
C 3.71 0.33 3.49
C 3.72 -1.04 3.71
C 2.53 -1.73 3.92
C 1.33 -1.05 3.85
C 1.30 0.33 3.58
N 0.03 0.90 3.58
C -0.58 1.99 2.94
C -1.75 2.48 3.56
C -2.52 3.46 2.94
C -2.14 3.99 1.70
C -0.98 3.52 1.08
C -0.22 2.51 1.68
C 0.93 1.95 0.87
O 1.71 2.74 0.32
O 1.03 0.64 0.81
C 2.51 1.06 3.49
C 2.58 2.54 3.46
H 5.08 1.51 2.31
H 5.21 1.80 4.06
H 5.83 0.28 3.36
H 4.68 -1.57 3.72
H 2.53 -2.80 4.15
H 0.37 -1.56 4.00
H -0.64 0.39 4.16
H -2.02 2.06 4.53
H -3.41 3.81 3.45
H -2.73 4.77 1.23
H -0.64 3.92 0.13
H 2.97 2.89 2.50
H 1.61 3.00 3.64
H 3.25 2.89 4.26
*
```

Results
F_max ... 3.46 eV/A
DFT total energy ... -2588.8704 Ha
Gap between HOMO and LUMO ... 5.6 eV
ΔE to the lowest compared entry with this formula, charge and spin ... 0.0 kcal per mole

# 3
Density functional theory data (the ωB97M-V functional and the def2-TZVPD basis) for a molecular structure, C35H38Br2N4SnTe.

Geometry as ORCA input:
```
! RIJCOSX wB97M-V def2-TZVPD def2/J DEFGRID3
* xyz 2 1
Sn 0.40 1.22 1.05
C -3.60 0.27 -0.41
C -3.68 0.27 1.12
C -2.61 1.12 1.83
N -1.30 0.46 2.00
C -1.11 -0.54 2.89
C -2.14 -0.93 3.76
C -2.18 -1.84 4.80
C -1.21 -2.72 5.24
C 0.04 -2.90 4.68
C 0.64 -2.22 3.63
C 0.23 -1.13 2.86
N 1.08 -0.54 1.98
C 2.47 -0.99 1.85
C 2.68 -2.27 1.02
C 2.88 -2.05 -0.49
N 1.62 -1.81 -1.18
C 0.87 -2.76 -1.70
C 1.16 -4.14 -1.54
C 0.53 -5.25 -2.06
C -0.59 -5.34 -2.88
C -1.41 -4.32 -3.29
C -1.30 -2.95 -3.02
C -0.33 -2.23 -2.34
N -0.43 -0.89 -2.20
C -1.71 -0.16 -2.12
C -2.52 -0.69 -0.93
H -3.40 1.29 -0.76
H -4.57 -0.01 -0.81
H -3.63 -0.76 1.48
H -4.65 0.66 1.43
H -2.98 1.48 2.79
H -2.42 2.01 1.22
H -3.06 -0.37 3.64
H -3.12 -1.86 5.35
H -1.46 -3.34 6.10
H 0.65 -3.68 5.12
H 1.63 -2.59 3.40
H 2.90 -1.12 2.85
H 3.03 -0.18 1.39
H 1.83 -2.95 1.18
H 3.58 -2.78 1.39
H 3.41 -2.89 -0.93
H 3.51 -1.18 -0.64
H 2.00 -4.35 -0.90
H 0.99 -6.19 -1.79
H -0.86 -6.34 -3.21
H -2.25 -4.60 -3.90
H -2.09 -2.34 -3.44
H -2.27 -0.20 -3.05
H -1.45 0.89 -1.95
H -1.81 -0.90 -0.12
H -2.97 -1.65 -1.20
Br 2.28 4.25 -0.02
C 0.58 5.12 -0.30
Br -0.74 3.95 -1.10
H 0.74 5.95 -0.97
H 0.21 5.44 0.66
Te 1.30 0.20 -2.03
C 0.73 1.26 -3.80
C -0.02 0.66 -4.81
C -0.16 1.30 -6.03
C 0.45 2.53 -6.25
C 1.19 3.12 -5.23
C 1.34 2.49 -4.01
C 3.11 -0.24 -3.05
C 3.17 -1.27 -3.97
C 4.36 -1.50 -4.66
C 5.47 -0.69 -4.41
C 5.40 0.34 -3.49
C 4.21 0.57 -2.80
H -0.48 -0.31 -4.66
H -0.74 0.84 -6.81
H 0.36 3.02 -7.21
H 1.66 4.09 -5.40
H 1.93 2.95 -3.23
H 2.31 -1.90 -4.17
H 4.42 -2.30 -5.38
H 6.39 -0.87 -4.95
H 6.26 0.95 -3.29
H 4.16 1.38 -2.07
*
```

Results
F_max ... 0.80 eV/A
DFT total energy ... -7205.2738 Ha
Gap between HOMO and LUMO ... 6.9 eV